ORCA calculation (ωB97M-V/def2-TZVPD) on C3H3N5 in the gas phase.

Electronic energy (eV): -10605.9595
Structure (SMILES): [H]/N=c1/nccnnn1
LUMO level (eV): -0.9735
2S+1: 1
E_HOMO (eV): -10.01

Geometry as XYZ:
```
11
Properties=species:S:1:pos:R:3:forces:R:3:lowdin_charge:R:1
H 0.48111 -0.77301 2.44867 0.3228 -0.5929 0.4835 0.044
N -0.44775 -0.77583 2.04631 0.0560 1.3717 -1.6137 0.171
C -0.30978 0.00513 1.03188 1.1939 -1.7871 3.1186 -0.534
N -1.34773 0.46402 0.28807 -0.6588 0.1675 0.1398 0.159
C -1.23002 0.15592 -0.91779 -2.2506 -0.4076 -3.2000 -0.121
C -0.12790 -0.52174 -1.61935 -0.2438 1.2957 2.1313 -0.097
N 1.07020 -0.35244 -1.25597 1.3633 -0.4467 -1.0233 0.054
N 1.48938 0.58594 -0.33052 0.0031 -0.7272 -0.2985 0.017
N 0.94814 0.61946 0.76444 -0.1459 1.4877 0.7406 0.084
H -2.12874 0.29664 -1.55912 0.5654 0.3978 0.3235 0.122
H -0.33193 -1.14745 -2.44428 -0.2054 -0.7588 -0.8016 0.099
```
Positions in Å, forces in eV/Å.

ORCA calculation (ωB97M-V/def2-TZVPD) on C3H3N5 in the gas phase.

Electronic energy (eV): -10605.7366
Structure (SMILES): N=c1ncnncn1
LUMO level (eV): -1.7270
2S+1: 1
E_HOMO (eV): -9.80

Geometry as XYZ:
```
11
Properties=species:S:1:pos:R:3:forces:R:3:lowdin_charge:R:1
N 1.42186 -0.61221 -1.49172 -3.6826 6.0784 2.6162 0.161
C 0.30938 0.02632 -1.06559 4.5721 -0.7907 -1.6213 -0.457
N 0.28157 1.41575 -0.55868 1.9957 -2.0618 0.6487 0.174
C 0.41694 1.40525 0.72548 -2.0449 0.9886 -0.0543 -0.183
N 0.22813 0.38494 1.68532 1.9617 -1.0692 -0.2199 0.039
N -0.29809 -0.72529 1.44706 -1.2903 0.4907 -0.1833 0.062
C -1.12237 -0.84181 0.28812 -1.7390 -1.3211 -0.5515 -0.180
N -0.97524 -0.45425 -0.91444 0.3880 -0.6220 0.2211 0.146
H 1.30712 -1.49226 -1.86999 -1.0076 -2.3867 -0.7249 0.001
H 0.49557 2.31325 1.33493 0.0812 0.2085 -0.8550 0.111
H -2.06488 -1.41967 0.41951 0.7657 0.4854 0.7244 0.126
```
Positions in Å, forces in eV/Å.

ORCA calculation (ωB97M-V/def2-TZVPD) on a molecular structure, C3H3NO.

Electronic energy (eV): -6692.7760
LUMO level (eV): -0.0485
2S+1: 1
E_HOMO (eV): -9.97

Geometry as XYZ:
```
8
Properties=species:S:1:pos:R:3:forces:R:3:lowdin_charge:R:1
C -3.07519 0.25410 -0.22229 0.4480 -3.4853 2.1529 -0.193
C -0.58074 0.28240 0.15679 -3.4847 0.3378 -0.4880 -0.243
C 0.59226 0.28587 0.21350 7.0383 -1.5930 -0.6475 0.076
N -1.89707 0.25338 0.14177 -2.9400 0.7829 -0.9974 0.141
O -4.20185 -0.19158 -0.24124 2.8643 2.5193 -0.7338 0.117
H 4.11100 0.71406 -0.87567 -0.7061 -0.3206 0.8399 0.047
H 1.76534 -0.04489 0.05625 -4.0484 1.4105 0.7233 0.056
H 3.63813 0.50810 -0.29644 0.8285 0.3483 -0.8494 -0.001
```
Positions in Å, forces in eV/Å.

ORCA calculation (ωB97M-V/def2-TZVPD) on C3H3NO in the gas phase.

Electronic energy (eV): -6695.0778
Structure (SMILES): c1cnoc1
LUMO level (eV): 1.0527
2S+1: 1
E_HOMO (eV): -10.05

Geometry as XYZ:
```
8
Properties=species:S:1:pos:R:3:forces:R:3:lowdin_charge:R:1
C 0.76861 -0.29582 -0.08369 -0.3378 -0.0609 -0.0324 -0.043
C 0.05547 0.72024 -0.77942 -0.1094 0.3316 -0.0409 -0.161
N -1.09707 0.99623 -0.23316 0.3950 0.4346 -0.3485 0.049
O -1.19509 0.16684 0.83719 -0.3719 -0.1765 -0.1651 -0.062
C -0.12624 -0.63995 0.88636 -0.5604 -0.1120 -0.5100 -0.122
H 1.76037 -0.65377 -0.33841 -0.4579 -0.2292 0.1970 0.102
H 0.29819 1.21508 -1.70635 0.2472 0.1371 0.1237 0.110
H -0.46424 -1.50885 1.41746 1.1952 -0.3247 0.7763 0.126
```
Positions in Å, forces in eV/Å.

ORCA calculation (ωB97M-V/def2-TZVPD) on C3H3NO in the gas phase.

Electronic energy (eV): -6693.7391
Structure (SMILES): O=C1[C@H]2CN12
LUMO level (eV): 0.8874
2S+1: 1
E_HOMO (eV): -10.28

Geometry as XYZ:
```
8
Properties=species:S:1:pos:R:3:forces:R:3:lowdin_charge:R:1
O -3.17891 -0.08564 -0.25525 -0.4862 0.5786 0.2568 0.158
C -2.05753 0.06474 0.07165 -1.0437 -3.1067 -1.1725 -0.493
C -0.75952 -0.73037 0.26555 0.2804 1.7183 -0.5610 0.038
C 0.02156 0.44861 -0.27950 1.4089 -1.8574 0.6005 -0.132
N -1.10655 0.83203 0.53523 0.9884 2.7207 0.4338 0.104
H -0.31012 -1.06543 1.17059 -0.3562 -1.1167 0.5666 0.095
H 0.92825 0.51819 0.33575 -0.0599 0.5828 -0.7119 0.110
H 0.17324 0.55267 -1.36470 -0.7316 0.4804 0.5878 0.119
```
Positions in Å, forces in eV/Å.

ORCA calculation (ωB97M-V/def2-TZVPD) on C3H3NO in the gas phase.

Electronic energy (eV): -6695.2855
Structure (SMILES): c1cocn1
LUMO level (eV): 1.0066
2S+1: 1
E_HOMO (eV): -9.25

Geometry as XYZ:
```
8
Properties=species:S:1:pos:R:3:forces:R:3:lowdin_charge:R:1
C -0.37286 0.14929 0.99722 -2.7763 -2.7754 1.9324 -0.174
C 0.10263 -0.91348 0.31270 0.8195 -1.8886 1.0173 -0.157
O 0.51849 -0.53083 -0.85722 1.9512 0.1703 -3.3288 0.027
C 0.27670 0.73654 -0.98362 -3.3031 2.7561 2.8256 -0.162
N -0.45435 1.13783 0.11359 2.4917 2.6053 -2.7687 0.062
H -0.98244 -0.00850 1.98052 1.4428 1.0297 -1.9320 0.146
H 0.36719 -1.93837 0.28096 -0.3973 -1.0436 1.7411 0.120
H 0.54465 1.36752 -1.84415 -0.2285 -0.8539 0.5131 0.138
```
Positions in Å, forces in eV/Å.

ORCA calculation (ωB97M-V/def2-TZVPD) on 2 unconnected molecules or ions with the total composition C3H3NO.

Electronic energy (eV): -6694.6543
Structure (SMILES): N=C=O.C#C
LUMO level (eV): 0.6835
2S+1: 1
E_HOMO (eV): -10.41

Geometry as XYZ:
```
8
Properties=species:S:1:pos:R:3:forces:R:3:lowdin_charge:R:1
N -1.62440 2.46685 1.88479 1.9244 0.4391 0.6422 0.230
C -1.29822 1.61189 1.14920 -0.2854 0.2855 -0.0379 -0.430
O -0.85104 0.83638 0.43829 0.9748 -1.9574 -1.5622 0.165
H -2.41435 2.87820 2.20123 -2.5892 1.2135 0.9581 0.047
C 1.86790 -2.35661 -1.71664 -0.1133 -0.5413 -1.1191 -0.033
C 1.33213 -1.47907 -1.08325 -0.0307 -0.6244 0.1757 -0.022
H 2.21281 -3.13872 -2.44801 -0.3946 1.4277 1.4641 0.043
H 0.77518 -0.81892 -0.42560 0.5141 -0.2427 -0.5209 0.000
```
Positions in Å, forces in eV/Å.

ORCA calculation (ωB97M-V/def2-TZVPD) on C3H3NO in the gas phase.

Electronic energy (eV): -6695.0409
Structure (SMILES): c1cnoc1
LUMO level (eV): 1.0536
2S+1: 1
E_HOMO (eV): -10.06

Geometry as XYZ:
```
8
Properties=species:S:1:pos:R:3:forces:R:3:lowdin_charge:R:1
C -0.66889 -0.49275 0.03216 0.1395 0.2878 -0.1573 -0.043
C 0.71599 -0.77289 -0.13789 0.2975 -0.0867 0.0991 -0.160
N 1.47159 0.27939 0.02286 0.1908 -0.7206 0.1512 0.049
O 0.61655 1.29430 0.30085 0.2411 0.1829 -0.3326 -0.063
C -0.64797 0.85362 0.24268 0.5027 0.2791 -0.6470 -0.122
H -1.47576 -1.21437 -0.02456 0.0775 0.4740 -0.1384 0.102
H 1.19041 -1.68953 -0.44861 -0.0557 -0.1460 0.2437 0.110
H -1.20192 1.74224 0.01252 -1.3934 -0.2704 0.7814 0.126
```
Positions in Å, forces in eV/Å.

ORCA calculation (ωB97M-V/def2-TZVPD) on C3H3NO in the gas phase.

Electronic energy (eV): -6693.7001
LUMO level (eV): 0.4101
2S+1: 1
E_HOMO (eV): -10.78

Geometry as XYZ:
```
8
Properties=species:S:1:pos:R:3:forces:R:3:lowdin_charge:R:1
O -2.03297 0.50282 -0.24818 0.4247 0.0649 0.0848 0.076
C -0.87820 0.65314 0.04372 -0.2806 -0.0593 -0.0121 -0.285
C 0.08901 -0.51648 0.03448 -0.4827 -0.2582 0.1336 -0.168
C 1.43444 0.15328 -0.83348 0.5693 -0.1745 0.6291 -0.078
N 1.86539 -0.24324 0.20961 -0.2244 0.3214 -0.8023 0.097
H -0.45786 1.62616 0.36080 -0.0522 -0.0808 -0.0442 0.128
H -0.23249 -1.30916 -0.63986 0.0802 0.1280 0.1019 0.112
H 0.15935 -0.91995 1.04937 -0.0343 0.0585 -0.0906 0.118
```
Positions in Å, forces in eV/Å.

ORCA calculation (ωB97M-V/def2-TZVPD) on C3H3NO2 in the gas phase.

Electronic energy (eV): -8743.8264
Structure (SMILES): Oc1cocn1
LUMO level (eV): 0.8023
2S+1: 1
E_HOMO (eV): -9.34

Geometry as XYZ:
```
9
Properties=species:S:1:pos:R:3:forces:R:3:lowdin_charge:R:1
O -0.58327 -0.43152 -1.89676 -0.0679 0.0775 -0.0400 0.062
C -0.15133 -0.15171 -0.64342 -0.1221 -0.1100 0.3149 -0.403
C -0.59962 -0.69648 0.50900 -0.0395 -0.0703 -0.1751 -0.032
O 0.15300 -0.17638 1.52273 0.0827 0.0279 -0.0054 0.030
C 1.00755 0.66068 0.90862 0.1025 0.1081 -0.0632 -0.194
N 0.88370 0.72437 -0.37480 -0.0918 -0.0829 0.2111 0.159
H -1.10069 0.31401 -2.22141 0.1182 0.0098 -0.1104 0.113
H -1.36584 -1.41207 0.75542 0.1112 0.0910 -0.0062 0.130
H 1.70745 1.18742 1.54242 -0.0934 -0.0511 -0.1258 0.134
```
Positions in Å, forces in eV/Å.

Calculated Kohn-Sham gap (eV), listed in the same order as above: 9.03; 8.08; 9.92; 11.10; 11.17; 10.26; 11.09; 11.11; 11.19; 10.14